No. 1
# C13H25Cl3O24S6

A molecular structure, C13H25Cl3O24S6 (ωB97M-V/def2-TZVPD, the Open Molecules 2025 dataset).

Results
F_max: 1.130 eV Å⁻¹
Gap between HOMO and LUMO: 10.654 eV
E: -6085.66943 hartree

Structure (ORCA input):
```
! RIJCOSX wB97M-V def2-TZVPD def2/J DEFGRID3
* xyz 0 1
C 10.2213 -14.4870 -4.7288
Cl 11.3120 -13.1778 -5.1888
Cl 8.7434 -13.8237 -4.0159
Cl 11.0126 -15.5783 -3.5987
H 9.9635 -15.0082 -5.6417
C 4.9690 -16.6352 -3.2561
C 5.6617 -15.5612 -4.0896
O 4.7661 -15.2645 -5.1720
S 3.4684 -16.1908 -5.1111
O 3.2205 -16.7418 -6.3744
O 2.4479 -15.5077 -4.4044
O 4.1283 -17.3163 -4.1994
H 4.3353 -16.2098 -2.4753
H 5.6587 -17.3301 -2.7879
H 6.5692 -15.9301 -4.5692
H 5.9159 -14.6826 -3.5005
C 7.0806 -10.8353 -5.6410
C 7.1239 -10.3220 -7.0628
O 6.3878 -9.0999 -7.0287
S 6.6229 -8.3622 -5.6463
O 5.3900 -7.8373 -5.2074
O 7.7699 -7.5367 -5.7111
O 6.9974 -9.6640 -4.8093
H 7.9627 -11.4016 -5.3493
H 6.1965 -11.4354 -5.4152
H 6.6809 -10.9902 -7.7963
H 8.1432 -10.1293 -7.3997
C 13.9408 -17.0417 -6.6049
C 13.3746 -15.6149 -6.3931
O 12.0832 -15.6116 -7.0124
S 11.8964 -16.9104 -7.9139
O 12.5233 -16.6868 -9.1621
O 10.5473 -17.3068 -7.8495
O 12.7796 -17.8263 -6.9830
H 14.3357 -17.5083 -5.7117
H 14.6191 -17.0530 -7.4548
H 14.0520 -14.8675 -6.8022
H 13.2013 -15.3871 -5.3442
C 13.6367 -18.1246 0.1615
C 15.0409 -17.4893 0.1701
O 15.4093 -17.3372 -1.2028
S 14.1195 -17.2228 -2.1025
O 14.3808 -17.8082 -3.3573
O 13.5905 -15.9086 -2.0520
O 13.2059 -18.1575 -1.2010
H 12.9059 -17.5913 0.7709
H 13.6390 -19.1360 0.5646
H 15.7601 -18.1547 0.6393
H 15.0822 -16.5319 0.6855
C 9.8108 -17.1607 -0.8040
C 8.7027 -16.1864 -1.1383
O 7.5419 -16.9862 -0.9041
S 7.7823 -17.8698 0.4214
O 7.4212 -19.1853 0.0684
O 7.2703 -17.2373 1.5673
O 9.3613 -17.6895 0.4656
H 10.7772 -16.6876 -0.6627
H 9.8141 -17.9923 -1.5100
H 8.8209 -15.8709 -2.1681
H 8.6971 -15.3278 -0.4637
C 11.5803 -13.1885 -9.3086
C 10.1674 -13.5879 -8.9043
O 9.7064 -12.5047 -8.0753
S 10.4459 -11.1366 -8.4101
O 10.8642 -10.5301 -7.2112
O 9.6601 -10.4034 -9.3351
O 11.6740 -11.7640 -9.1934
H 11.9205 -13.5055 -10.2911
H 12.2879 -13.6399 -8.6080
H 10.2252 -14.4484 -8.2402
H 9.4556 -13.7977 -9.6992
*
```

No. 2
# C46H52N8O2

10 unconnected molecules or ions with the total composition C46H52N8O2 (ωB97M-V/def2-TZVPD, the Open Molecules 2025 dataset).

Results
F_max: 1.915 eV Å⁻¹
Gap between HOMO and LUMO: 8.984 eV
Structure (SMILES): c1ccncc1.c1ccncc1.c1ccncc1.c1ccncc1.c1ccncc1.c1ccncc1.c1ccncc1.c1ccncc1.CC(C)=O.CC(C)=O
E: -2372.50706 hartree

Structure (ORCA input):
```
! RIJCOSX wB97M-V def2-TZVPD def2/J DEFGRID3
* xyz 0 1
N 0.3435 -5.7655 1.2586
C 0.2590 -4.5452 1.7821
C 1.3624 -3.8825 2.3018
C 2.6124 -4.4417 2.1800
C 2.7089 -5.6802 1.5654
C 1.5460 -6.3322 1.1888
H -0.7380 -4.1199 1.8002
H 1.2585 -2.8880 2.7224
H 3.4978 -3.8963 2.4734
H 3.6739 -6.1551 1.4395
H 1.5970 -7.3234 0.7514
N -0.4857 -0.3713 0.7903
C 0.2941 0.2823 1.6370
C 0.3614 1.6687 1.7041
C -0.5546 2.4066 0.9711
C -1.3609 1.7210 0.0711
C -1.3547 0.3415 0.0648
H 0.9827 -0.2936 2.2490
H 1.1041 2.1550 2.3232
H -0.5443 3.4805 1.0884
H -2.0048 2.2753 -0.6030
H -1.8206 -0.2801 -0.6921
N -6.5080 -1.3117 -1.1899
C -6.2915 -0.0673 -0.7636
C -5.3061 0.2739 0.1465
C -4.4909 -0.7325 0.6450
C -4.7310 -2.0363 0.2424
C -5.7215 -2.2613 -0.7042
H -6.9209 0.6973 -1.2073
H -5.1938 1.2926 0.4962
H -3.7188 -0.5403 1.3799
H -4.1784 -2.8761 0.6411
H -5.9441 -3.2885 -0.9763
N -3.9127 -5.5257 -3.3891
C -3.8328 -4.2105 -3.2327
C -3.0168 -3.5783 -2.2970
C -2.3213 -4.3964 -1.4365
C -2.3896 -5.7806 -1.5532
C -3.2016 -6.2873 -2.5647
H -4.4883 -3.6064 -3.8535
H -2.9455 -2.5000 -2.2941
H -1.5991 -4.0989 -0.6830
H -1.8955 -6.4541 -0.8680
H -3.3522 -7.3562 -2.6882
N 0.2970 1.4237 -3.6570
C 0.5511 1.9559 -4.8470
C 1.6192 2.7943 -5.1230
C 2.3812 3.2584 -4.0584
C 2.1011 2.7526 -2.8018
C 1.0958 1.8087 -2.6614
H -0.0468 1.5652 -5.6660
H 1.8138 3.0694 -6.1508
H 3.2194 3.9240 -4.2208
H 2.7513 3.0398 -1.9864
H 0.9031 1.4333 -1.6592
N 1.3140 -4.1477 -3.0832
C 1.1433 -3.1433 -3.9377
C 0.6865 -1.8886 -3.5661
C 0.3283 -1.6820 -2.2428
C 0.5163 -2.7060 -1.3361
C 1.0324 -3.9041 -1.8135
H 1.4376 -3.3211 -4.9690
H 0.5606 -1.1234 -4.3184
H -0.0139 -0.6896 -1.9814
H 0.4913 -2.5275 -0.2694
H 1.1400 -4.7415 -1.1302
N 3.7409 -2.1751 0.0216
C 3.6152 -1.0723 0.7288
C 3.7892 0.1906 0.1667
C 4.2472 0.3161 -1.1310
C 4.5653 -0.8476 -1.8058
C 4.2820 -2.0594 -1.1906
H 3.2306 -0.9631 1.7416
H 3.5366 1.0378 0.7949
H 4.2344 1.2769 -1.6291
H 5.0329 -0.9106 -2.7794
H 4.3804 -2.9887 -1.7427
N -5.0398 2.3493 3.7548
C -4.0393 2.7651 2.9816
C -3.9015 4.0888 2.5887
C -4.7689 5.0161 3.1253
C -5.8360 4.5883 3.9029
C -5.9330 3.2345 4.1700
H -3.4455 1.9433 2.5938
H -3.0531 4.4371 2.0129
H -4.6771 6.0828 2.9574
H -6.5542 5.2871 4.3082
H -6.7776 2.8350 4.7232
C 2.7549 6.6683 -0.2850
C 1.4063 5.9969 -0.1354
O 1.2917 4.7966 -0.2056
C 0.2199 6.9126 0.0741
H 3.1790 6.7241 0.7234
H 2.6427 7.7141 -0.5809
H 3.4144 6.1668 -0.9839
H 0.2570 7.3185 1.0901
H -0.7050 6.3391 0.0415
H 0.2464 7.7042 -0.6695
C 5.2798 -0.3678 4.1428
C 4.2568 0.7236 3.9574
O 3.0833 0.4130 3.9554
C 4.7416 2.1233 3.7008
H 6.2188 0.0109 4.5570
H 5.5435 -0.7608 3.1560
H 4.9261 -1.1772 4.7739
H 5.1246 2.5110 4.6468
H 3.8943 2.7357 3.3940
H 5.4948 2.1534 2.9156
*
```

No. 3
# C2H3BrSi

A single C2H3BrSi molecule (ωB97M-V/def2-TZVPD, the Open Molecules 2025 dataset).

Results
F_max: 3.987 eV Å⁻¹
Gap between HOMO and LUMO: 9.637 eV
Structure (SMILES): BrC1=C[SiH2]1
E: -2941.40524 hartree

Structure (ORCA input):
```
! RIJCOSX wB97M-V def2-TZVPD def2/J DEFGRID3
* xyz 0 1
C -0.2460 0.7775 -0.2756
C 0.6773 0.4026 0.6591
Si -0.3332 -1.0166 -0.1294
Br 2.1384 1.1932 1.4414
H -0.5376 1.7709 -0.6718
H -1.7178 -1.4190 0.2549
H 0.0189 -1.7086 -1.2786
*
```

No. 4
# C33H25BiN6

A molecular structure, C33H25BiN6 (ωB97M-V/def2-TZVPD, the Open Molecules 2025 dataset).

Results
F_max: 0.198 eV Å⁻¹
Gap between HOMO and LUMO: 6.897 eV
E: -1815.21323 hartree

Structure (ORCA input):
```
! RIJCOSX wB97M-V def2-TZVPD def2/J DEFGRID3
* xyz 2 1
Bi 0.0438 0.4494 -1.7115
C -3.0928 -0.9646 -1.5006
C -3.3135 0.5172 -1.4518
C -4.5978 1.0429 -1.3677
C -4.7675 2.4102 -1.3197
C -3.6532 3.2353 -1.3597
C -2.3962 2.6661 -1.4299
N -2.2433 1.3269 -1.4679
C -1.1626 3.5022 -1.4477
C -1.2074 4.8858 -1.3640
C -0.0187 5.5917 -1.3295
C 1.1878 4.9168 -1.3663
C 1.1788 3.5325 -1.4576
N 0.0169 2.8648 -1.5105
C 2.4345 2.7297 -1.4651
C 3.6738 3.3381 -1.4184
C 4.8150 2.5500 -1.4108
C 4.6870 1.1799 -1.4692
C 3.4181 0.6124 -1.5287
C 3.2618 -0.8765 -1.5847
N 2.3200 1.3851 -1.5106
H -4.0338 -1.4860 -1.6543
H -2.6540 -1.3220 -0.5649
H -2.4236 -1.2416 -2.3175
H -5.4491 0.3767 -1.3485
H -5.7582 2.8400 -1.2521
H -3.7865 4.3054 -1.3359
H -2.1444 5.4175 -1.3168
H -0.0324 6.6716 -1.2609
H 2.1101 5.4730 -1.3171
H 3.7721 4.4115 -1.3882
H 5.7925 3.0116 -1.3634
H 5.5581 0.5398 -1.4793
H 4.1962 -1.3442 -1.8843
H 2.4969 -1.1768 -2.3003
H 2.9841 -1.2748 -0.6050
N -0.2109 -6.2253 6.5244
C -0.1819 -5.5253 5.6144
C -0.1436 -4.6399 4.4806
C 0.9283 -3.7624 4.3249
C 0.9562 -2.8974 3.2471
C -0.0708 -2.9135 2.3023
C -1.1340 -3.8000 2.4611
C -1.1765 -4.6550 3.5482
C -0.0226 -1.9975 1.1327
C -0.0573 -0.6062 1.3986
C -0.1868 -0.0652 2.6847
C -0.1757 1.3182 2.5762
C -0.0367 1.6030 1.2328
N 0.0393 0.4688 0.4868
C 0.0486 -2.5781 -0.1218
C 0.1226 -3.9607 -0.4519
C 0.1857 -4.0471 -1.8246
C 0.1660 -2.7253 -2.3003
N 0.0928 -1.8448 -1.2998
H 1.7312 -3.7631 5.0496
H 1.7887 -2.2160 3.1211
H -1.9407 -3.8076 1.7385
H -2.0061 -5.3361 3.6788
H -0.2995 -0.6327 3.5937
H -0.2538 2.0417 3.3713
H 0.0120 2.5854 0.7975
H 0.1431 -4.7749 0.2547
H 0.2471 -4.9395 -2.4268
H 0.2225 -2.4012 -3.3344
*
```

No. 5
# C22H25FN2O2

A single C22H25FN2O2 molecule (ωB97M-V/def2-TZVPD, the Open Molecules 2025 dataset).

Results
F_max: 0.749 eV Å⁻¹
Gap between HOMO and LUMO: 9.126 eV
Structure (SMILES): CC(C)Oc1ccc([C@@H](CC(=O)N(C)CCC#N)c2ccc(F)cc2)cc1
E: -1213.20132 hartree

Structure (ORCA input):
```
! RIJCOSX wB97M-V def2-TZVPD def2/J DEFGRID3
* xyz 0 1
C -0.4129 3.8559 3.6066
H -0.9577 3.8146 2.6663
H -1.0861 3.5550 4.4057
H -0.0901 4.8784 3.7812
C 0.7985 2.9244 3.5789
C 1.5151 2.9127 4.9252
H 2.3768 2.2517 4.8849
H 0.8395 2.5557 5.6978
H 1.8497 3.9147 5.1766
H 1.5073 3.2492 2.8030
O 0.4001 1.5808 3.3310
C 0.0853 1.1721 2.0766
C -0.3355 -0.1569 1.9692
C -0.6343 -0.7046 0.7407
C -0.5182 0.0496 -0.4232
C -0.1272 1.3736 -0.3118
C 0.1695 1.9391 0.9185
H 0.4685 2.9755 0.9535
H -0.0347 1.9782 -1.2023
C -0.7587 -0.5796 -1.7777
C -2.0991 -1.2751 -1.8066
C -3.2171 -0.5420 -1.4136
C -4.4780 -1.1044 -1.4066
C -4.6173 -2.4228 -1.8016
C -3.5318 -3.1761 -2.2012
C -2.2745 -2.5945 -2.2005
H -1.4344 -3.1906 -2.5191
H -3.6728 -4.2008 -2.5073
F -5.8449 -2.9863 -1.7969
H -5.3448 -0.5395 -1.1025
H -3.0914 0.4855 -1.1059
H -0.7727 0.2223 -2.5252
C 0.4402 -1.4886 -2.1116
C 1.6964 -0.6439 -1.9774
O 1.8719 0.3248 -2.6918
N 2.6035 -0.9941 -1.0269
C 2.4672 -2.1178 -0.1265
H 3.3783 -2.2029 0.4628
H 1.6240 -1.9887 0.5575
H 2.3446 -3.0498 -0.6810
C 3.7161 -0.1005 -0.7889
H 3.8353 0.5187 -1.6813
H 4.6284 -0.6838 -0.6334
C 3.4403 0.8004 0.4285
C 4.5492 1.6727 0.7036
N 5.4337 2.3609 0.9293
H 3.2468 0.1927 1.3179
H 2.5525 1.4069 0.2280
H 0.3710 -1.8128 -3.1517
H 0.4468 -2.3545 -1.4573
H -0.9722 -1.7299 0.6810
H -0.4163 -0.7394 2.8737
*
```

No. 6
# C33H35BF2O2

2 unconnected molecules or ions with the total composition C33H35BF2O2 (ωB97M-V/def2-TZVPD, the Open Molecules 2025 dataset).

Results
F_max: 3.488 eV Å⁻¹
Gap between HOMO and LUMO: 9.292 eV
Structure (SMILES): C[C@@H](c1ccccc1)C(c1cccc(F)c1)c1cccc(F)c1.CC1(C)OB(c2ccccc2)OC1(C)C
E: -1653.56767 hartree

Structure (ORCA input):
```
! RIJCOSX wB97M-V def2-TZVPD def2/J DEFGRID3
* xyz 0 1
F -3.4811 5.9194 -2.2911
C -3.2984 4.5969 -2.5909
C -4.3984 3.8976 -3.1009
C -4.2546 2.5140 -3.2807
C -3.0439 1.8881 -3.0108
C -1.9251 2.6255 -2.5591
C -0.6677 1.8872 -2.2804
C 0.6231 2.6342 -2.8385
C 1.8208 1.8839 -2.8701
C 3.0572 2.4840 -3.0372
C 3.1723 3.8438 -3.3478
C 1.9946 4.5519 -3.5259
F 2.0576 5.8944 -3.8233
C 0.7228 3.9724 -3.3253
C -2.0953 3.9880 -2.2861
H -5.3537 4.4161 -3.2886
H -5.1131 1.9171 -3.6005
H -2.9583 0.7993 -3.1430
H -0.7032 1.0415 -3.0687
H 1.7619 0.8115 -2.7099
H 3.9557 1.9173 -2.8773
H 4.1331 4.3531 -3.4462
H -0.1545 4.6101 -3.5040
H -1.2992 4.5468 -1.8320
C -1.2438 -3.9010 2.9616
C 0.1260 -3.4902 2.4471
C 1.2507 -3.8328 3.4349
C 0.4561 -3.8792 0.8753
C 1.3188 -5.1084 0.7204
C -0.7931 -3.9796 0.0084
O 1.2198 -2.7750 0.3892
B 1.1923 -1.8652 1.4640
C 2.4239 -0.9832 1.8679
C 2.3151 -0.1418 2.9980
C 3.4837 0.4079 3.5250
C 4.7175 0.1937 2.9109
C 4.7578 -0.4617 1.6854
C 3.6075 -1.0203 1.1225
C -0.5488 1.1743 -0.8966
C 0.6146 1.6677 0.0236
C -1.7189 0.5858 0.0487
C -2.5307 -0.4777 -0.4234
C -3.7652 -0.7388 0.1892
C -4.0856 -0.1454 1.4041
C -3.0522 0.4796 2.0976
C -1.8360 0.7499 1.4608
O 0.1395 -2.0185 2.3732
H -1.2933 -4.9923 3.0030
H -1.3412 -3.5033 3.9755
H -2.0583 -3.5183 2.3344
H 1.2785 -4.8943 3.6738
H 2.2318 -3.5116 3.0706
H 1.0337 -3.2775 4.3477
H 0.8720 -6.0102 1.1684
H 1.4292 -5.2996 -0.3576
H 2.3216 -4.9579 1.1573
H -1.4181 -4.8312 0.3021
H -1.3840 -3.0549 0.0441
H -0.4507 -4.1466 -1.0153
H 1.3331 0.0794 3.4314
H 3.4224 0.9978 4.4328
H 5.6311 0.5493 3.3747
H 5.7028 -0.5564 1.1486
H 3.6127 -1.4624 0.1206
H -0.1691 0.2148 -1.3094
H 1.5252 1.1982 -0.3936
H 0.7152 2.7514 0.0336
H 0.5885 1.3535 1.0898
H -2.2773 -1.0037 -1.3606
H -4.5167 -1.3219 -0.3510
H -5.0792 -0.2593 1.8325
H -3.2512 0.8274 3.1137
H -1.0599 1.1953 2.0832
*
```

No. 7
# C47H41N7O2SSrTe

A molecular structure, C47H41N7O2SSrTe (ωB97M-V/def2-TZVPD, the Open Molecules 2025 dataset).

Results
F_max: 0.306 eV Å⁻¹
Gap between HOMO and LUMO: 6.838 eV
E: -3046.46787 hartree

Structure (ORCA input):
```
! RIJCOSX wB97M-V def2-TZVPD def2/J DEFGRID3
* xyz 0 1
Sr 0.1157 -0.6436 -0.9227
C 0.2354 4.0404 0.5593
C -0.1065 2.6674 0.0570
N 0.5518 1.6085 0.3969
N 1.5203 1.8074 1.3230
C 2.2779 0.7670 1.6289
N 3.1841 1.0409 2.6031
S 2.3415 -0.8315 0.9836
C -1.2898 2.5183 -0.8213
C -2.2271 3.5486 -0.9098
C -3.3565 3.3806 -1.6888
C -3.5414 2.1868 -2.3656
C -2.5691 1.2124 -2.2280
N -1.4692 1.3718 -1.4970
H 1.2647 4.0506 0.9026
H -0.3995 4.3165 1.4057
H 0.0978 4.7858 -0.2248
H 3.0855 1.9042 3.1091
H 3.6967 0.2777 3.0032
H -2.0873 4.4595 -0.3484
H -4.0938 4.1708 -1.7517
H -4.4150 2.0054 -2.9755
H -2.6767 0.2520 -2.7221
C 1.7233 -4.9326 -2.3009
C 2.9823 -4.7290 -2.8361
C 3.4100 -3.4362 -3.0918
C 2.5628 -2.3738 -2.8001
N 1.3599 -2.5775 -2.2548
C 0.9469 -3.8208 -2.0150
C 2.9378 -0.9548 -3.0925
C 4.0909 -0.6373 -3.8034
C 4.3918 0.6901 -4.0526
C 3.5365 1.6729 -3.5867
C 2.4089 1.2723 -2.8917
N 2.1076 -0.0016 -2.6565
H 1.3481 -5.9260 -2.0980
H 3.6300 -5.5670 -3.0577
H 4.3944 -3.2736 -3.5031
H -0.0549 -3.9141 -1.6044
H 4.7498 -1.4092 -4.1698
H 5.2851 0.9500 -4.6050
H 3.7326 2.7226 -3.7514
H 1.7129 2.0056 -2.4975
C -6.7174 -3.5966 1.6636
C -5.4484 -3.0834 1.0373
C -5.0509 -3.4679 -0.2251
C -3.8397 -3.0545 -0.7986
C -3.4406 -3.5636 -2.1260
O -2.2863 -3.8124 -2.4346
C -4.5212 -3.8535 -3.1362
C -5.6669 -3.0706 -3.2453
C -6.6021 -3.3334 -4.2361
C -6.4069 -4.3907 -5.1130
C -5.2653 -5.1752 -5.0098
C -4.3222 -4.8986 -4.0337
C -2.9706 -2.2004 -0.0723
O -1.8293 -1.8085 -0.5079
C -3.4237 -1.7504 1.2061
C -4.6154 -2.1956 1.7317
C -2.5730 -0.7464 1.9247
N -1.4795 -1.0045 2.5208
C -0.9990 -2.3787 2.5739
C -1.5200 -3.0616 3.8287
Te -0.8501 -5.0916 3.9563
C -1.8172 -5.6804 2.1738
C -1.1358 -5.6356 0.9598
C -1.7771 -6.0018 -0.2155
C -3.0997 -6.4184 -0.1855
C -3.7822 -6.4637 1.0202
C -3.1445 -6.0962 2.1970
C -3.0515 0.6725 1.9474
C -2.3284 1.6351 2.6558
C -2.7842 2.9394 2.7319
C -3.9610 3.3110 2.0903
C -4.6682 2.3701 1.3599
C -4.2164 1.0582 1.2885
H -7.2901 -4.1917 0.9518
H -7.3557 -2.7793 2.0061
H -6.5062 -4.2278 2.5308
H -5.6821 -4.1494 -0.7851
H -5.8178 -2.2486 -2.5573
H -7.4856 -2.7139 -4.3224
H -7.1422 -4.6017 -5.8790
H -5.1103 -5.9986 -5.6952
H -3.4142 -5.4826 -3.9536
H -4.9227 -1.8391 2.7119
H 0.0915 -2.3456 2.6002
H -1.2991 -2.9558 1.6958
H -2.6094 -3.0785 3.8374
H -1.1710 -2.5623 4.7328
H -0.1059 -5.2997 0.9366
H -1.2546 -5.9412 -1.1624
H -3.6030 -6.6919 -1.1051
H -4.8187 -6.7769 1.0463
H -3.6820 -6.1302 3.1366
H -1.4123 1.3331 3.1460
H -2.2247 3.6695 3.3042
H -4.3210 4.3304 2.1596
H -5.5802 2.6520 0.8481
H -4.7777 0.3269 0.7214
*
```

No. 8
# C2H2ClN

A single C2H2ClN molecule (ωB97M-V/def2-TZVPD, the Open Molecules 2025 dataset).

Results
F_max: 4.615 eV Å⁻¹
Gap between HOMO and LUMO: 11.024 eV
Structure (SMILES): Cl[C@H]1C=N1
E: -592.26523 hartree

Structure (ORCA input):
```
! RIJCOSX wB97M-V def2-TZVPD def2/J DEFGRID3
* xyz 0 1
C -0.0688 0.5040 0.1390
C 0.0838 -0.9196 -0.1271
N 0.9975 -0.4295 0.6102
Cl 0.1268 1.8716 -1.0111
H -0.8795 0.7316 0.9717
H -0.2599 -1.7581 -0.5826
*
```